A cluster of 10 separate species, C20H40Cl20 in total at a distorted geometry, computed with ωB97M-V/def2-TZVPD.

Each line ends with the Löwdin charge.
CARTESIAN COORDINATES (ANGSTROEM)
1 Cl 2.8327 5.1310 6.1355  0.507
2 Cl -6.8740 -3.9144 -3.1024  0.517
3 Cl -4.6890 -1.1789 3.1976  0.506
4 Cl 6.7242 6.6269 -2.9435  0.579
5 Cl -5.9495 8.0518 6.2198  0.524
6 Cl 5.1399 5.3130 -0.2798  0.494
7 Cl 7.0693 -5.2578 2.1212  0.548
8 Cl -5.8958 -6.9277 -2.1374  0.496
9 Cl -4.0354 5.2176 6.5806  0.532
10 Cl -10.4253 3.7712 -3.8029  0.552
11 Cl 11.5992 -0.9276 -1.0467  0.511
12 Cl -1.9616 -6.3914 -8.5196  0.533
13 Cl 0.3282 -0.8969 -3.0651  0.542
14 Cl 0.7965 -8.1690 -9.3019  0.535
15 Cl 4.0650 1.2900 7.7631  0.499
16 Cl 7.5352 0.1540 -2.2649  0.525
17 Cl 4.2608 -3.3558 2.1647  0.566
18 Cl -2.1391 -2.0051 6.7090  0.497
19 Cl -7.2672 4.5392 -2.5116  0.532
20 Cl -0.6414 1.9349 0.0615  0.529
21 C -5.0977 5.5534 5.2174  -0.652
22 C -5.9151 -6.3727 -3.8862  -0.612
23 C 0.2307 1.2301 -1.3306  -0.644
24 C 5.0406 -4.0747 3.5381  -0.707
25 C -0.5235 -6.4837 -7.4752  -0.639
26 C 4.4438 6.4413 -1.5272  -0.618
27 C 5.0668 6.1414 -2.8773  -0.731
28 C 9.0149 0.0800 -1.2549  -0.647
29 C 5.7346 -5.4164 3.2478  -0.677
30 C 10.1594 -0.5616 -2.0803  -0.645
31 C 0.1557 -7.8666 -7.6797  -0.676
32 C -0.5947 0.0002 -1.8546  -0.675
33 C -3.7075 -2.1750 4.3742  -0.614
34 C -5.5747 -4.8680 -3.8963  -0.667
35 C 2.6934 3.3985 6.6573  -0.615
36 C -8.1562 2.9842 -2.6247  -0.655
37 C 4.1645 2.8848 6.9075  -0.633
38 C -3.2654 -1.2170 5.5044  -0.643
39 C -5.1607 7.1117 4.9222  -0.648
40 C -8.9057 2.9033 -3.9434  -0.678
41 H -5.1968 -6.9904 -4.4253  0.065
42 H -4.6406 4.9734 4.4156  0.060
43 H 4.9641 5.0953 -3.1659  0.072
44 H -4.6198 -4.8046 -3.3744  0.059
45 H 8.7018 -0.4369 -0.3478  0.063
46 H -4.1649 7.5070 4.7220  0.062
47 H -0.7970 -6.1713 -6.4674  0.068
48 H 9.8481 -1.5073 -2.5240  0.058
49 H -0.5476 -8.6731 -7.4720  0.059
50 H -1.4681 0.3532 -2.4029  0.060
51 H 4.2743 -4.2599 4.2908  0.068
52 H 3.3868 6.1957 -1.6298  0.070
53 H 9.3069 1.1018 -1.0126  0.067
54 H 5.0785 -6.1806 2.8312  0.067
55 H -7.4221 2.1854 -2.5192  0.068
56 H -6.0866 5.1783 5.4811  0.061
57 H -6.8185 -6.5283 -4.4759  0.072
58 H 10.4216 0.1440 -2.8686  0.068
59 H -9.3313 1.9669 -4.3041  0.061
60 H -5.3700 -4.4559 -4.8844  0.070
61 H 0.3223 2.0433 -2.0506  0.062
62 H 6.1721 -5.8265 4.1580  0.067
63 H 4.5814 6.7453 -3.6440  0.067
64 H 4.7067 2.6355 5.9954  0.058
65 H -2.6646 -0.4343 5.0412  0.056
66 H -4.1603 -0.7983 5.9650  0.066
67 H -0.9103 -0.6734 -1.0579  0.063
68 H 2.2386 2.8577 5.8273  0.064
69 H -8.3152 3.4064 -4.7090  0.058
70 H -5.7173 7.2839 4.0009  0.061
71 H 4.6582 7.4415 -1.1508  0.066
72 H 5.6689 -3.2959 3.9704  0.068
73 H 1.2418 0.9285 -1.0572  0.064
74 H 2.1207 3.2829 7.5775  0.060
75 H 1.0723 -8.0915 -7.1342  0.055
76 H -2.8172 -2.4914 3.8308  0.060
77 H -8.8080 2.8718 -1.7584  0.063
78 H 0.2413 -5.7627 -7.7639  0.065
79 H -4.2292 -3.0743 4.7015  0.072
80 H 4.8030 3.5606 7.4764  0.060

For the largest force on an atom, the calculation gives 0.038 Eh/bohr. Its total energy is -271837.681 eV. As for the spin multiplicity: 1. As for the SMILES: ClCCCl.ClCCCl.ClCCCl.ClCCCl.ClCCCl.ClCCCl.ClCCCl.ClCCCl.ClCCCl.ClCCCl. The calculation puts the HOMO-LUMO gap at 10.8 eV. As for the total charge: 0. As for the LUMO energy: 0.0 eV. As for the energy above the lowest of the compared OMol25 structures with the same formula, charge and spin: 277.2 kJ/mol. Its HOMO energy is -0.3961 hartree.

A structure of composition C20H40FeNOP3S at a distorted geometry, computed with ωB97M-V/def2-TZVPD.

Each line ends with the natural charge from an NBO analysis.
CARTESIAN COORDINATES (ANGSTROEM)
1 Fe 0.0341 0.0541 -1.1199  0.963
2 S -4.2521 0.8482 2.6914  0.487
3 P 1.8758 -0.5038 -2.2364  0.824
4 P -0.9881 1.9152 -1.3873  0.811
5 P 1.3997 0.8535 0.5132  0.785
6 O -1.7120 -0.7038 -4.1618  -0.657
7 N -2.1353 -0.1324 1.5249  -0.537
8 C -0.8562 -2.1008 -0.9062  -0.519
9 C -1.9873 -1.3866 -5.3474  0.475
10 C -1.9753 -0.3853 2.8730  -0.080
11 C 0.0711 -1.9353 0.1324  -0.403
12 C 2.8853 -0.1364 1.0083  -0.933
13 C -3.0237 0.0693 3.6889  -0.377
14 C -1.7599 -3.4280 -6.6430  -0.140
15 C 3.2203 0.6516 -2.6811  -0.936
16 C -3.2793 0.4493 1.2697  -0.156
17 C -3.1428 -1.0724 -6.0705  -0.206
18 C -1.4969 3.1323 -0.0918  -0.923
19 C -0.1606 3.0326 -2.5693  -0.935
20 C 1.1499 -0.8639 -3.8610  -0.959
21 C 2.7349 -2.1123 -1.8493  -0.906
22 C 2.2432 2.4744 0.1919  -0.930
23 C 0.9153 1.3130 2.2572  -0.898
24 C -1.2328 -2.5212 -5.7175  -0.229
25 C -3.6771 -1.9954 -6.9807  -0.145
26 C -3.0045 -3.1955 -7.2523  0.046
27 C -2.6010 1.4375 -2.0714  -0.982
28 H 3.7126 0.2470 -3.5736  0.271
29 H 1.8660 -1.4233 -4.4830  0.264
30 H -0.6463 3.4869 0.5102  0.257
31 H 1.9871 -2.8843 -1.5912  0.246
32 H 0.8634 0.0817 -4.3489  0.239
33 H -3.6516 -0.1370 -5.8190  0.259
34 H 0.7881 3.4067 -2.1751  0.270
35 H -4.6324 -1.7827 -7.4532  0.277
36 H -0.8026 3.8841 -2.8151  0.276
37 H -1.9772 4.0096 -0.5612  0.271
38 H -1.2084 -4.3486 -6.8778  0.276
39 H 3.9486 0.7487 -1.8672  0.267
40 H -3.4309 -3.9336 -7.9468  0.274
41 H 1.5004 3.2763 0.0576  0.239
42 H -2.2067 2.6785 0.6160  0.268
43 H -0.2541 -1.5151 1.0975  0.258
44 H 2.8074 1.6402 -2.9183  0.255
45 H -3.3738 1.5614 -1.2579  0.279
46 H 1.7024 1.9590 2.6814  0.257
47 H 0.2406 -1.4533 -3.6896  0.238
48 H -1.0971 -0.8954 3.2285  0.217
49 H 3.2799 -2.4125 -2.7580  0.267
50 H 3.4395 -1.9729 -1.0112  0.269
51 H -0.2641 -2.6899 -5.2558  0.255
52 H 0.0949 2.4920 -3.4816  0.230
53 H 0.8447 0.4032 2.8696  0.249
54 H 2.8639 2.7029 1.0722  0.266
55 H -3.6984 0.5988 0.2771  0.204
56 H 3.6093 -0.2399 0.1863  0.231
57 H 0.9748 -2.5292 0.1177  0.232
58 H 2.8874 2.4150 -0.6948  0.238
59 H 3.3751 0.3713 1.8562  0.270
60 H -1.6782 0.2779 -4.3099  0.521
61 H -2.8094 2.1796 -2.8634  0.263
62 H -0.0471 1.8447 2.2539  0.249
63 H -1.9147 -1.7818 -0.7934  0.254
64 H -2.6882 0.3895 -2.4536  0.248
65 H -0.6442 -2.8177 -1.7016  0.232
66 H 2.5585 -1.1343 1.3356  0.246
67 H -3.0883 -0.0457 4.7618  0.278

For the largest force on an atom, the calculation gives 0.081 Eh/bohr. Its total energy is -97986.496 eV. As for the spin multiplicity: 6. The calculation puts the HOMO-LUMO gap (spin up / spin down) at 7.9 / 3.7 eV. As for the total charge: +3. As for the LUMO energy (spin up / spin down): -8.5 / -12.7 eV. Its HOMO energy (spin up / spin down) is -0.6005 / -0.6005 hartree.

A structure of composition C20H40NOP3PtS at a distorted geometry, computed with ωB97M-V/def2-TZVPD.

Each line ends with the natural charge from an NBO analysis.
CARTESIAN COORDINATES (ANGSTROEM)
1 Pt 0.3478 0.3311 0.3472  0.596
2 S -2.2699 2.8137 3.1577  0.726
3 P 1.6953 -0.2970 2.4316  1.044
4 P 1.6003 -1.4493 -0.5641  1.043
5 P -1.5760 -1.0534 0.3195  0.994
6 O -3.7066 0.9962 -2.5444  -0.690
7 N -0.4833 1.6181 1.7650  -0.562
8 C 0.9086 -0.0173 4.0747  -0.939
9 C -1.0836 0.2604 -5.0217  -0.111
10 C 0.2950 3.3119 -0.6755  -0.177
11 C -2.4592 0.8164 -3.1388  0.363
12 C -1.6774 -2.2780 1.6807  -0.958
13 C 0.0393 2.8852 1.9851  -0.079
14 C -1.3215 1.1634 -2.4226  -0.337
15 C 1.5026 -1.8966 -2.3398  -0.923
16 C 2.5193 -1.9027 2.8672  -0.930
17 C -0.9056 3.7025 2.5582  -0.371
18 C -2.3618 0.3249 -4.4438  -0.178
19 C 1.4434 -3.1716 0.1093  -0.955
20 C -0.0764 1.0450 -2.9969  -0.193
21 C -1.5638 1.3739 2.5341  -0.133
22 C -1.7684 -2.0656 -1.1966  -0.962
23 C -1.0108 3.5648 -0.9280  -0.173
24 C 3.3901 -1.1578 -0.4604  -0.971
25 C 3.0964 0.8659 2.4518  -0.970
26 C 0.0777 0.6120 -4.3245  -0.180
27 C -3.2044 -0.2290 0.3543  -0.962
28 H 2.4551 -2.3348 -2.6788  0.295
29 H 0.4077 0.9547 4.1274  0.237
30 H -3.3633 0.2880 -0.5954  0.284
31 H 3.8281 -1.4566 0.5037  0.261
32 H 0.6968 -2.6269 -2.4639  0.263
33 H -0.9648 -0.2033 -6.0153  0.281
34 H 3.8594 -1.7607 -1.2608  0.296
35 H -1.4082 3.3496 -1.9270  0.284
36 H 1.7071 -0.0670 4.8341  0.298
37 H -2.7328 -2.5768 1.7719  0.294
38 H 0.9114 4.0971 -0.2434  0.282
39 H -1.4436 1.5321 -1.3826  0.206
40 H -1.0847 -3.1715 1.4558  0.270
41 H 0.7748 -3.2510 0.9801  0.249
42 H -1.9241 0.3804 2.8150  0.280
43 H 3.5896 -0.0906 -0.6562  0.260
44 H 1.2810 -1.0107 -2.9528  0.252
45 H 3.1643 -1.7225 3.7469  0.297
46 H 3.7395 0.6814 1.5700  0.269
47 H 1.0472 3.1150 1.6657  0.265
48 H 2.4312 -3.5612 0.3942  0.292
49 H -1.3454 -1.8522 2.6376  0.241
50 H 1.7409 -2.6253 3.1664  0.268
51 H 1.0713 0.5122 -4.7765  0.271
52 H 1.0572 -3.8351 -0.6800  0.284
53 H 0.8800 2.5395 -1.1137  0.221
54 H -3.9211 1.9457 -2.5503  0.511
55 H -3.2511 0.0506 -5.0371  0.295
56 H -2.8278 -2.3446 -1.3045  0.298
57 H -0.8682 4.7855 2.5516  0.310
58 H -3.2491 0.4992 1.1738  0.235
59 H -4.0074 -0.9729 0.4764  0.297
60 H 3.6798 0.6967 3.3799  0.303
61 H -1.1670 -2.9814 -1.1262  0.261
62 H -1.5898 4.2894 -0.3449  0.268
63 H 3.1228 -2.3025 2.0466  0.248
64 H 2.7268 1.9064 2.4421  0.245
65 H 0.8037 1.2796 -2.3986  0.200
66 H -1.4674 -1.4866 -2.0809  0.256
67 H 0.1934 -0.8356 4.2702  0.262

For the largest force on an atom, the calculation gives 0.056 Eh/bohr. Its total energy is -66826.748 eV. As for the spin multiplicity: 5. The calculation puts the HOMO-LUMO gap (spin up / spin down) at 6.3 / 3.5 eV. As for the total charge: +4. As for the LUMO energy (spin up / spin down): -13.1 / -16.9 eV. As for the energy above the lowest of the compared OMol25 structures with the same formula, charge and spin: 435.9 kJ/mol. Its HOMO energy (spin up / spin down) is -0.7147 / -0.7480 hartree.